Entry 1:
The following is a DFT calculation (ωB97M-V/def2-TZVPD) of C28H37N3O5S in the gas phase.

Frontier orbital gap, eV: 9.0370
Max |F|, eV/A: 1.1
Energy above the lowest of the compared OMol25 structures with the same formula, charge and spin, eV: 0.006
E, eV: -55182.46227
SMILES: C[C@@H]1CCc2nc3ccc(S(=O)(=O)N4CCC(C(=O)N[C@H]5CC[C@@H](C)CC5)CC4)cc3c(C(=O)O)c2C1

```
! wB97M-V def2-TZVPD RIJCOSX def2/J DEFGRID3
* xyz 0 1
C 1.2624 -3.4249 7.7771
H 1.9172 -3.2917 8.6351
H 0.3742 -3.9605 8.1035
H 1.7811 -4.0390 7.0435
C 0.8839 -2.0743 7.1758
C 2.1303 -1.3031 6.7391
C 1.7598 0.0528 6.1426
H 1.2877 0.6659 6.9121
H 2.6586 0.5725 5.8049
C 0.7826 -0.0826 4.9723
N 1.4372 -0.6797 3.8237
C 1.4724 -0.1139 2.6113
O 1.0055 0.9953 2.3924
C 2.1136 -0.9832 1.5346
C 1.0293 -1.9150 0.9655
C 1.5968 -2.7385 -0.1937
N 2.1827 -1.8742 -1.1824
S 1.9509 -2.1117 -2.8043
O 3.1836 -1.8611 -3.4951
O 1.3062 -3.3818 -2.9785
C 0.7862 -0.8257 -3.2672
C 0.1380 -0.1350 -2.2896
C -0.7852 0.8703 -2.6252
C -1.4650 1.6415 -1.6474
C -2.3624 2.5886 -2.0625
C -2.5713 2.7483 -3.4596
N -1.9504 2.0626 -4.3780
C -1.0540 1.1296 -3.9961
C -0.3648 0.3884 -4.9809
C 0.5460 -0.5693 -4.6217
H 1.0909 -1.1410 -5.3561
H -0.5802 0.6033 -6.0156
C -3.5927 3.7647 -3.8487
C -4.8798 3.5149 -3.0524
C -4.6513 3.3996 -1.5288
C -5.2349 2.0920 -0.9963
H -6.2954 2.0240 -1.2290
H -5.1163 2.0299 0.0831
H -4.7243 1.2406 -1.4415
C -3.1566 3.4774 -1.1660
H -2.8064 4.5064 -1.2919
H -3.0142 3.1992 -0.1210
H -5.1566 4.2296 -1.0242
H -5.5880 4.3165 -3.2664
H -5.3203 2.5851 -3.4165
H -3.7845 3.7051 -4.9194
H -3.2062 4.7624 -3.6236
C -1.1270 1.3707 -0.2075
O -1.7430 0.6173 0.5035
O -0.0279 2.0099 0.1492
H 0.2896 1.7390 1.0567
H 0.3332 -0.3629 -1.2566
C 3.2481 -1.0333 -0.7044
C 2.7369 -0.1340 0.4219
H 1.9964 0.5624 0.0300
H 3.5635 0.4523 0.8265
H 3.6045 -0.4475 -1.5511
H 4.0808 -1.6521 -0.3373
H 0.8188 -3.3171 -0.6912
H 2.3558 -3.4358 0.1933
H 0.6690 -2.5921 1.7427
H 0.1773 -1.3213 0.6300
H 2.8994 -1.5978 1.9895
H 1.8194 -1.6027 3.9517
C -0.4450 -0.9015 5.3832
C -0.0565 -2.2507 5.9828
H -0.9594 -2.7746 6.3021
H 0.4284 -2.8746 5.2275
H -1.0063 -0.3282 6.1228
H -1.0877 -1.0458 4.5128
H 0.4640 0.9109 4.6411
H 2.7862 -1.1495 7.5983
H 2.6875 -1.8970 6.0101
H 0.3645 -1.4851 7.9398
*
```

Want to see where the charge sits? The Mulliken charges in e are:
1 C -1.69
2 H 0.41
3 H 0.41
4 H 0.36
5 C 0.66
6 C -0.76
7 C -1.02
8 H 0.41
9 H 0.38
10 C -0.33
11 N 0.04
12 C -0.03
13 O -0.92
14 C 0.64
15 C -0.30
16 C -1.05
17 N 0.11
18 S 1.47
19 O -0.70
20 O -0.71
21 C 0.61
22 C 1.09
23 C -0.02
24 C 0.87
25 C 0.68
26 C 0.48
27 N -0.74
28 C -0.94
29 C -0.72
30 C -1.03
31 H 0.47
32 H 0.49
33 C -1.08
34 C -0.89
35 C 0.52
36 C -1.76
37 H 0.48
38 H 0.40
39 H 0.33
40 C -1.21
41 H 0.34
42 H 0.48
43 H 0.47
44 H 0.30
45 H 0.40
46 H 0.39
47 H 0.34
48 C 0.29
49 O -0.65
50 O -0.48
51 H 0.52
52 H -0.77
53 C -1.06
54 C -0.54
55 H -0.02
56 H 0.51
57 H 0.56
58 H 0.35
59 H 0.52
60 H 0.38
61 H 0.39
62 H 0.10
63 H 0.44
64 H 0.39
65 C -1.09
66 C -0.76
67 H 0.40
68 H 0.21
69 H 0.44
70 H 0.42
71 H 0.49
72 H 0.38
73 H 0.27
74 H 0.19

Entry 2:
The following is a DFT calculation (ωB97M-V/def2-TZVPD) of C28H37N4O5ReS as an isolated structure.

Frontier orbital gap (spin up / spin down), eV: 6.6704 / 6.3378
<S²>: 3.765
Max |F|, eV/A: 5.3
Energy above the lowest of the compared OMol25 structures with the same formula, charge and spin, eV: 2.961
E, eV: -58773.20163

```
! wB97M-V def2-TZVPD RIJCOSX def2/J DEFGRID3
* xyz 3 4
Re 12.2642 11.4899 7.5128
C 18.8918 12.5775 6.2044
C 18.0020 11.8821 5.1228
C 18.0181 12.7276 3.8679
C 18.6664 10.5566 4.7488
C 16.5481 11.7746 5.5614
C 15.8482 10.4930 5.5155
C 14.6304 10.4470 6.1028
N 14.0635 11.5483 6.6352
C 14.6516 12.7783 6.6775
C 15.9466 12.8975 6.1216
C 13.8756 13.8924 7.2041
C 14.3403 15.1727 7.1071
C 13.3890 16.2206 7.2275
C 12.0773 15.8086 7.5732
C 11.8402 14.5496 8.0176
N 12.6467 13.5437 7.7119
C 13.6615 17.7044 6.8370
C 15.1908 17.7791 6.8747
C 13.0585 18.6044 7.9449
C 13.1115 18.1295 5.4563
H 19.9109 12.4949 5.8545
H 18.7697 12.1287 7.2244
H 18.5573 13.6281 6.3635
H 19.0237 13.1714 3.7313
H 17.2348 13.4880 3.9175
H 17.7946 12.0691 3.0120
H 19.7020 10.7304 4.4050
H 18.1326 10.1413 3.8948
H 18.6872 9.7476 5.5900
H 16.2622 9.5221 5.1495
H 14.0654 9.5276 6.1101
H 16.4851 13.8249 5.9852
H 15.3789 15.3406 6.8908
H 11.3085 16.5442 7.5421
H 10.9894 14.3736 8.6215
H 15.5611 17.3383 7.7896
H 15.4811 18.8620 6.7872
H 15.6619 17.2081 6.0446
H 13.3050 18.1942 8.9133
H 11.9435 18.5654 7.9576
H 13.2644 19.6753 7.9626
H 13.4880 17.4337 4.7195
H 13.5538 19.0704 5.2083
H 12.0538 18.2282 5.3441
C 10.4148 13.3874 4.8182
C 10.1513 11.9421 5.1760
N 10.8037 11.1578 6.0630
C 10.1515 9.9208 6.1382
C 9.0549 9.9625 5.2873
N 9.1030 11.2705 4.6967
C 8.0857 8.8726 4.9869
O 8.3384 7.6964 5.5962
O 7.1935 9.0612 4.1935
C 10.8139 8.8693 7.0193
O 10.4781 7.6812 7.1513
O 11.9473 9.3987 7.5198
H 9.4860 13.9598 5.0324
H 10.6998 13.5145 3.7462
H 11.2415 13.8514 5.3942
H 8.3466 11.6107 4.0834
H 9.1456 7.6730 6.2101
O 11.4518 11.4530 9.0344
S 12.7776 5.8385 12.6666
C 14.3834 6.7478 12.5128
C 14.1326 8.2036 12.1973
C 12.8291 8.2901 11.4511
C 11.8693 7.3800 12.2174
H 14.8740 6.2609 11.6617
H 14.9745 6.5018 13.4242
H 15.0211 8.5829 11.6964
H 14.0569 8.7250 13.1746
H 13.0425 7.9956 10.4452
H 12.5746 9.3907 11.4450
H 11.0314 7.0469 11.5994
H 11.5250 7.8308 13.1647
*
```

Want to see where the charge sits? The Mulliken charges in e are:
1 Re 1.47
2 C -1.45
3 C 1.55
4 C -1.36
5 C -1.91
6 C 0.56
7 C -0.87
8 C -0.49
9 N -0.53
10 C 0.25
11 C -0.17
12 C -0.17
13 C 0.03
14 C 0.55
15 C -0.80
16 C -0.91
17 N -0.15
18 C 1.68
19 C -1.78
20 C -1.46
21 C -1.67
22 H 0.47
23 H 0.34
24 H 0.35
25 H 0.40
26 H 0.34
27 H 0.39
28 H 0.41
29 H 0.47
30 H 0.36
31 H 0.43
32 H 0.59
33 H 0.55
34 H 0.74
35 H 0.56
36 H 0.58
37 H 0.46
38 H 0.43
39 H 0.34
40 H 0.42
41 H 0.35
42 H 0.39
43 H 0.41
44 H 0.46
45 H 0.38
46 C -0.82
47 C 0.37
48 N -0.51
49 C -0.07
50 C 0.17
51 N -0.03
52 C 0.36
53 O -0.51
54 O -0.50
55 C 0.99
56 O -0.70
57 O -0.61
58 H 0.37
59 H 0.39
60 H -0.02
61 H 0.31
62 H 0.41
63 O -0.57
64 S 0.32
65 C -0.60
66 C -0.70
67 C -0.25
68 C -0.64
69 H 0.38
70 H 0.46
71 H 0.36
72 H 0.33
73 H 0.28
74 H 0.20
75 H 0.42
76 H 0.43

Entry 3:
The following is a DFT calculation (ωB97M-V/def2-TZVPD) of a 6-piece molecular cluster, C28H37N6O5S overall.

Frontier orbital gap, eV: 6.6600
Max |F|, eV/A: 6.3
E, eV: -59645.85544

```
! wB97M-V def2-TZVPD RIJCOSX def2/J DEFGRID3
* xyz -1 1
C 0.4256 -2.2066 2.3087
C -0.3971 -2.9329 1.1354
C 0.1050 -4.3829 0.5962
N -1.5009 -2.4663 0.5733
C -2.5135 -2.0245 1.5723
C -3.0341 -3.1722 2.5701
C -4.3923 -3.9221 2.0502
C -4.3229 -4.0620 0.4456
C -5.2076 -5.3422 -0.0446
O -5.3245 -6.3897 0.7003
O -5.7630 -5.2356 -1.3029
O -4.7044 -2.8184 -0.2124
S -4.0221 -1.4821 0.5736
O -5.0425 -0.8476 1.5133
O -3.5615 -0.5064 -0.4830
H -0.1705 -2.4022 3.2852
H 0.6021 -1.0909 2.1397
H 1.4225 -2.7721 2.4343
H -0.0823 -5.1103 1.4645
H 1.1836 -4.3696 0.2195
H -0.5836 -4.7120 -0.2718
H -2.1692 -1.0823 2.1479
H -2.2427 -3.9309 2.8896
H -3.3607 -2.6288 3.5425
H -4.4029 -4.9341 2.5898
H -5.3122 -3.3149 2.3609
H -3.2277 -4.3604 0.2055
N -2.2966 2.3527 -0.4284
C -2.5879 3.5471 0.1723
C -1.5291 4.3985 -0.0390
C -0.5670 3.6913 -0.8005
C -1.0701 2.4323 -1.0280
H -2.8933 1.5381 -0.4302
H -3.5200 3.6881 0.6984
H -1.4568 5.4168 0.3146
H 0.3879 4.0615 -1.1450
H -0.6604 1.5884 -1.5627
N 2.8003 0.2961 -0.5552
C 2.5110 1.4921 0.0453
C 3.5703 2.3402 -0.1666
C 4.5322 1.6313 -0.9284
C 4.0285 0.3735 -1.1558
H 2.2019 -0.5147 -0.5559
H 1.5790 1.6354 0.5714
H 3.6441 3.3585 0.1865
H 5.4872 2.0008 -1.2729
H 4.4373 -0.4708 -1.6904
N 7.7871 3.0768 -2.9222
C 9.0111 3.6227 -2.6404
C 8.8326 4.9637 -2.4029
C 7.4489 5.2360 -2.5409
C 6.8288 4.0522 -2.8588
H 7.6180 2.1082 -3.1413
H 9.9010 3.0116 -2.6347
H 9.6114 5.6701 -2.1559
H 6.9606 6.1922 -2.4203
H 5.7909 3.8205 -3.0460
N 3.8009 5.9526 -4.1770
C 2.5282 5.9831 -4.6821
C 2.5464 6.7347 -5.8316
C 3.8804 7.1690 -6.0308
C 4.6326 6.6689 -4.9961
H 4.0818 5.4767 -3.3348
H 1.7216 5.4699 -4.1803
H 1.6940 6.9472 -6.4601
H 4.2497 7.7794 -6.8420
H 5.6848 6.7614 -4.7717
N -7.0483 -5.4603 4.6907
C -6.3479 -6.5041 4.1489
C -5.9173 -7.3051 5.1791
C -6.3806 -6.7253 6.3871
C -7.0779 -5.5894 6.0544
H -7.4763 -4.7136 4.1671
H -6.2148 -6.5862 3.0783
H -5.3347 -8.2085 5.0745
H -6.2221 -7.0981 7.3888
H -7.5899 -4.8635 6.6681
*
```

Want to see where the charge sits? The Mulliken charges in e are:
1 C -0.96
2 C 0.60
3 C -1.15
4 N -0.43
5 C -0.21
6 C -0.71
7 C -0.46
8 C 0.73
9 C 0.32
10 O -0.67
11 O -0.74
12 O -0.36
13 S 1.20
14 O -0.70
15 O -0.77
16 H 0.30
17 H 0.23
18 H 0.34
19 H 0.27
20 H 0.39
21 H 0.30
22 H 0.50
23 H 0.38
24 H 0.25
25 H 0.19
26 H 0.35
27 H -0.27
28 N 0.14
29 C -0.56
30 C -0.51
31 C -0.47
32 C -0.54
33 H 0.28
34 H 0.38
35 H 0.39
36 H 0.51
37 H 0.46
38 N 0.10
39 C -0.35
40 C -0.79
41 C -0.15
42 C -0.77
43 H 0.19
44 H 0.44
45 H 0.41
46 H 0.52
47 H 0.38
48 N 0.01
49 C -0.49
50 C -0.67
51 C -0.17
52 C -0.54
53 H 0.24
54 H 0.38
55 H 0.38
56 H 0.45
57 H 0.41
58 N 0.09
59 C -0.45
60 C -0.51
61 C -0.45
62 C -0.38
63 H 0.21
64 H 0.43
65 H 0.38
66 H 0.39
67 H 0.32
68 N 0.03
69 C -0.58
70 C -0.50
71 C -0.34
72 C -0.56
73 H 0.24
74 H 0.58
75 H 0.41
76 H 0.38
77 H 0.38